# 1
Molecular formula: C17H18N2O4
Method: DFT, ωB97M-V with the def2-TZVPD basis set

```
41
Properties=species:S:1:pos:R:3
C -4.39 -2.85 -0.65
O -4.34 -1.67 -0.01
C -3.46 -0.56 -0.34
C -2.59 -0.80 -1.33
C -1.74 0.09 -1.73
C -1.89 1.37 -0.82
C -0.86 2.55 -1.27
C 0.37 2.15 -0.32
O 0.74 2.30 0.75
O 1.15 1.41 -1.19
N 2.58 1.09 -1.03
C 2.74 0.45 0.25
N 1.92 0.12 1.10
C 4.10 -0.04 0.37
C 4.77 -0.42 -1.20
C 6.15 -1.03 -0.92
C 6.79 -1.20 0.28
C 6.23 -0.34 1.39
C 4.81 -0.07 1.49
C -2.88 1.45 0.29
C -3.71 0.58 0.30
O -4.61 0.89 1.33
C -5.57 -0.04 1.77
H -5.24 -3.44 -0.31
H -3.59 -3.23 -0.52
H -4.55 -2.76 -1.64
H -2.57 -1.66 -1.60
H -1.00 0.14 -2.52
H -0.70 2.60 -2.21
H -1.17 3.71 -0.69
H 2.29 -0.18 2.16
H 1.17 0.84 1.43
H 4.18 -0.74 -1.89
H 6.56 -1.41 -1.78
H 7.77 -1.41 0.19
H 6.75 -0.34 2.30
H 4.48 0.35 2.34
H -2.85 2.57 0.74
H -5.31 -0.74 2.21
H -6.27 0.64 2.46
H -6.25 -0.38 0.83
```

The gap between HOMO and LUMO is 7.676 eV. The spin multiplicity is 1. The HOMO energy is -7.86 eV.

***

# 2
Molecular formula: C17H18N3RuS2Se
Method: DFT, ωB97M-V with the def2-TZVPD basis set

```
42
Properties=species:S:1:pos:R:3
Ru -1.31 -0.77 -1.12
C 1.59 -0.48 -2.00
N 0.65 0.29 -1.14
C 1.15 0.30 0.25
C 0.05 0.70 1.19
N -0.92 -0.41 1.22
C -2.18 -0.03 1.89
C -0.34 -1.57 1.89
C 0.23 -1.46 3.16
C 0.76 -2.57 3.79
C 0.73 -3.80 3.15
C 0.15 -3.92 1.90
C -0.39 -2.79 1.26
S -1.18 -2.96 -0.28
C 0.49 1.67 -1.62
C 1.61 2.38 -2.06
C 1.50 3.70 -2.47
C 0.25 4.32 -2.45
C -0.86 3.61 -2.01
C -0.75 2.28 -1.59
S -2.20 1.45 -1.06
H 2.62 -0.18 -1.81
H 1.33 -0.34 -3.04
H 1.48 -1.54 -1.75
H 2.00 0.98 0.34
H 1.49 -0.71 0.48
H -0.46 1.60 0.85
H 0.47 0.91 2.17
H -2.00 0.25 2.94
H -2.86 -0.88 1.86
H -2.63 0.80 1.37
H 0.25 -0.50 3.67
H 1.20 -2.47 4.77
H 1.14 -4.68 3.63
H 0.10 -4.87 1.39
H 2.58 1.90 -2.08
H 2.37 4.23 -2.81
H 0.15 5.34 -2.77
H -1.83 4.08 -2.00
Se -3.63 -1.47 -2.54
C -1.98 -1.26 -3.18
N -0.83 -1.10 -3.41
```

Its expectation value of S² is 0.758. The gap between HOMO and LUMO (alpha / beta) is 7.123 / 6.488 eV. The spin multiplicity is 2. The HOMO energy (alpha / beta) is -7.68 / -7.59 eV.

***

E: -1068.43838, -4115.56532 (Eh)